{"formula": "C4H12NS", "method": "ωB97M-V/def2-TZVPD", "species": ["C", "C", "N", "H", "H", "H", "H", "H", "H", "C", "S", "C", "H", "H", "H", "H", "H", "H"], "xyz": [[-1.18055, 1.29643, -1.29565], [-0.34298, 2.24779, -0.91834], [-2.06801, 0.65859, -0.28752], [-1.23207, 0.81079, -2.25713], [0.32809, 2.66804, -1.65431], [-0.35765, 2.61821, 0.10055], [-1.82683, -0.31863, -0.08869], [-2.07388, 1.14359, 0.61433], [-3.03429, 0.63855, -0.63778], [-0.08732, -1.38157, 0.78572], [1.35624, -2.24372, 1.38355], [2.69294, -1.28009, 0.69528], [-0.18019, -1.52655, -0.30055], [0.04529, -0.30938, 0.95265], [-1.00403, -1.74804, 1.24940], [3.60882, -1.43748, 1.27041], [2.87601, -1.62702, -0.32968], [2.48040, -0.20952, 0.71776]], "atomic_forces_ev_per_a": [[0.8, -0.1, 0.5], [-0.6, -0.5, -0.2], [-0.7, 0.0, -0.2], [-0.1, 0.1, -0.2], [0.0, 0.2, 0.1], [0.2, 0.2, -0.1], [-0.1, 0.3, -0.3], [0.0, 0.2, -0.1], [-0.1, 0.1, 0.1], [0.0, 0.2, -0.4], [0.2, 0.1, 0.0], [0.2, 0.2, 0.1], [0.4, -0.2, 0.1], [0.2, -0.1, 0.2], [0.3, -0.3, 0.3], [-0.2, -0.4, 0.1], [-0.1, 0.0, 0.0], [-0.2, -0.1, -0.1]], "total_charge": 2, "multiplicity": 2, "gap_ev": [11.892, 7.237], "largest_force_ev_per_a": 0.9, "lumo_energy_ev": [-7.2, -11.8]}